ORCA calculation (wB97M-V/def2-TZVPD) on C43H34F9N5O4PTe2Zr as an isolated structure.

Summary:
Kohn-Sham gap: 4.97 eV
Total energy: -4056.9157 hartree

Geometry as ORCA input:
```
! RIJCOSX wB97M-V def2-TZVPD def2/J DEFGRID3
* xyz 1 1
Zr 0.2382 0.4824 -0.2338
O -1.8846 2.1813 -2.2547
C -1.0491 2.2950 -1.3273
N 0.3268 2.1537 -1.5450
C 1.3495 2.9306 -1.0850
O 1.3638 4.0883 -0.7215
C 2.6144 2.0990 -1.0990
C 3.8533 2.6425 -1.3668
C 4.9331 1.7899 -1.5182
C 4.7376 0.4217 -1.3678
C 3.4829 -0.0402 -1.0310
N 2.4300 0.7771 -0.8906
C -1.4215 2.4527 0.0629
C -2.7408 2.8075 0.4433
C -2.9735 3.1505 1.7360
C -1.9033 3.1174 2.6757
C -0.6978 2.6341 2.2813
N -0.4585 2.1950 1.0160
H 3.9361 3.7148 -1.4798
H 5.9131 2.1782 -1.7620
H 5.5525 -0.2762 -1.4976
H 3.2977 -1.0959 -0.8679
H -3.4955 2.8683 -0.3273
H -3.9498 3.4991 2.0465
H -2.0392 3.4789 3.6849
H 0.1400 2.5880 2.9631
C -5.1932 -0.8282 0.1800
O -3.8602 -0.2940 0.1178
C -2.8082 -1.0806 -0.0714
O -1.6916 -0.5677 -0.0143
N -3.0215 -2.4008 -0.2350
N -1.9435 -3.2599 -0.4723
H -5.8421 0.0270 0.3294
H -5.2954 -1.5127 1.0226
H -5.4592 -1.3252 -0.7551
H -3.9603 -2.7422 -0.3776
H -2.0555 -3.6960 -1.3821
H -1.9012 -3.9713 0.2481
C 1.1102 0.3345 4.3523
Te -0.3847 -0.6256 3.1353
C -0.3540 -2.1098 4.7146
C 0.3024 -1.4598 5.9017
C 0.2194 -2.0320 7.1680
C 0.8381 -1.4269 8.2490
C 1.5369 -0.2384 8.0737
C 1.6153 0.3395 6.8173
C 1.0030 -0.2713 5.7271
H 0.9499 1.4081 4.3656
H 2.0622 0.1164 3.8691
H 0.2007 -2.9655 4.3313
H -1.3782 -2.4137 4.9263
H -0.3336 -2.9533 7.3056
H 0.7668 -1.8771 9.2297
H 2.0127 0.2424 8.9175
H 2.1536 1.2696 6.6812
F 1.5668 2.3163 -8.6247
C 1.1756 3.0555 -7.5683
F 0.1224 3.7832 -7.9678
F 2.1752 3.9053 -7.2895
C 0.8360 2.1763 -6.3919
C 1.7366 2.0186 -5.3503
C 1.4204 1.1754 -4.3006
C 0.2159 0.4755 -4.2912
C -0.6793 0.6403 -5.3403
C -0.3710 1.4941 -6.3894
P -0.1260 -0.6236 -2.8842
C -1.7205 -1.4132 -3.2727
C -2.8638 -0.6204 -3.1205
C -4.1154 -1.1782 -3.3147
C -4.2322 -2.5303 -3.6205
C -3.1036 -3.3107 -3.8172
C -1.8436 -2.7436 -3.6590
C -5.6111 -3.1278 -3.6814
F -5.6081 -4.4059 -4.0658
F -6.4263 -2.4495 -4.4952
F -6.1806 -3.0903 -2.4431
C 1.1197 -1.9527 -3.0741
C 2.0641 -1.9864 -4.0972
C 3.0674 -2.9451 -4.0900
C 3.1247 -3.8809 -3.0674
C 2.1692 -3.8827 -2.0623
C 1.1738 -2.9172 -2.0672
C 4.2633 -4.8672 -3.0433
F 4.4722 -5.4128 -4.2494
F 5.4117 -4.2626 -2.6795
F 4.0488 -5.8639 -2.1738
H 2.6722 2.5604 -5.3564
H 2.1190 1.0545 -3.4834
H -1.6267 0.1173 -5.3441
H -1.0710 1.6326 -7.2023
H -2.7533 0.4332 -2.8570
H -5.0055 -0.5656 -3.2179
H -3.2062 -4.3502 -4.0978
H -0.9608 -3.3486 -3.8218
H 2.0274 -1.2617 -4.8994
H 3.8049 -2.9652 -4.8819
H 2.2073 -4.6260 -1.2774
H 0.4316 -2.9065 -1.2761
Te 1.2745 -1.8217 1.4287
*
```

***

ORCA calculation (wB97M-V/def2-TZVPD) on C43H34MoN5O4S3 as an isolated structure.

Summary:
Kohn-Sham gap (alpha / beta): 6.81 / 7.35 eV
Total energy: -3495.4422 hartree
<S²>: 2.0117

Geometry as ORCA input:
```
! RIJCOSX wB97M-V def2-TZVPD def2/J DEFGRID3
* xyz 3 3
Mo -1.4900 -2.6809 0.3547
O -0.6015 -5.6385 -2.6189
C -0.8456 -4.9616 -1.5394
O -1.7847 -4.1813 -1.3874
C 0.0275 -5.2385 -0.3672
C 0.8433 -6.3244 -0.1439
C 1.2330 -6.5867 1.1745
C 0.7085 -5.8392 2.2202
C -0.1184 -4.7736 1.9030
N -0.3404 -4.4363 0.6405
C -1.0610 -4.0120 2.8137
O -0.9240 -3.9275 3.9929
O -2.0570 -3.4786 2.0815
H -1.2819 -5.4858 -3.2991
H 1.1199 -6.9842 -0.9548
H 1.8749 -7.4327 1.3823
H 0.8803 -6.0975 3.2567
N -1.2952 -1.6067 -1.2793
S -0.8801 -0.3217 -1.9140
N 0.3956 0.4220 -1.2517
S 0.3904 1.5953 -0.2267
N -0.3592 1.3860 1.1349
S -0.2462 0.0152 1.9644
N -0.8708 -1.1840 1.3255
C 1.4562 -0.2843 2.3307
C 2.0849 -1.3830 1.7638
C 3.4251 -1.5987 2.0455
C 4.1086 -0.7239 2.8788
C 3.4632 0.3753 3.4351
C 2.1249 0.6046 3.1653
C -1.0512 0.4499 3.4584
C -1.2087 1.7843 3.8242
C -1.8009 2.0577 5.0460
C -2.2175 1.0187 5.8697
C -2.0498 -0.3050 5.4839
C -1.4593 -0.6054 4.2682
C -0.3072 3.0863 -0.8413
C 0.3063 3.6255 -1.9703
C -0.2045 4.7968 -2.4975
C -1.3015 5.4078 -1.8965
C -1.8980 4.8514 -0.7738
C -1.4039 3.6750 -0.2285
C 2.1023 1.9356 0.0058
C 2.4046 3.1033 0.7031
C 3.7339 3.4010 0.9410
C 4.7297 2.5408 0.4891
C 4.4056 1.3788 -0.1975
C 3.0786 1.0620 -0.4507
C -2.2329 0.8104 -2.0195
C -3.2084 0.7533 -1.0319
C -4.2738 1.6370 -1.0991
C -4.3494 2.5546 -2.1392
C -3.3611 2.6030 -3.1152
C -2.2897 1.7263 -3.0654
C -0.3256 -0.5720 -3.5645
C -1.1541 -1.3577 -4.3621
C -0.8065 -1.5467 -5.6880
C 0.3503 -0.9635 -6.1953
C 1.1651 -0.1868 -5.3840
C 0.8287 0.0235 -4.0540
H 1.5381 -2.0523 1.1136
H 3.9360 -2.4523 1.6208
H 5.1511 -0.9029 3.1059
H 3.9994 1.0453 4.0933
H 1.6105 1.4464 3.6122
H -0.8844 2.5840 3.1748
H -1.9389 3.0845 5.3555
H -2.6792 1.2446 6.8215
H -2.3794 -1.1088 6.1275
H -1.3332 -1.6358 3.9670
H 1.1723 3.1520 -2.4177
H 0.2584 5.2421 -3.3674
H -1.6880 6.3319 -2.3057
H -2.7485 5.3358 -0.3136
H -1.8593 3.2283 0.6435
H 1.6222 3.7724 1.0404
H 3.9952 4.3085 1.4677
H 5.7684 2.7852 0.6681
H 5.1878 0.7200 -0.5494
H 2.8104 0.1649 -0.9901
H -3.1486 0.0251 -0.2339
H -5.0527 1.5974 -0.3498
H -5.1931 3.2296 -2.1977
H -3.4341 3.3112 -3.9294
H -1.5292 1.7470 -3.8349
H -2.0559 -1.7978 -3.9551
H -1.4410 -2.1414 -6.3309
H 0.6156 -1.1149 -7.2330
H 2.0639 0.2601 -5.7862
H 1.4550 0.6276 -3.4137
*
```

***

ORCA calculation (wB97M-V/def2-TZVPD) on C43H34N4O4P2S4Ti as an isolated structure in a non-equilibrium geometry.

Summary:
Kohn-Sham gap (alpha / beta): 6.77 / 6.77 eV
Total energy: -5304.0914 hartree

Geometry as ORCA input:
```
! RIJCOSX wB97M-V def2-TZVPD def2/J DEFGRID3
* xyz 0 1
Ti 0.4552 -1.7222 -1.1825
O 0.0132 -3.4483 2.4740
C 0.3016 -3.1666 1.3339
N -0.3054 -2.2538 0.5624
C -1.5769 -1.7861 0.7477
C -2.1420 -1.5013 2.0093
C -3.4603 -1.0579 2.1822
C -4.2679 -1.0845 1.0572
C -3.6874 -1.4412 -0.1789
C -2.3217 -1.6463 -0.3865
N -1.6458 -1.8996 -1.6069
C -2.2055 -1.4470 -2.7537
O -1.8983 -1.7394 -3.9037
C -3.2734 -0.3442 -2.7948
C -4.4472 -0.6202 -3.5275
C -5.5308 0.2852 -3.4226
C -5.3653 1.4225 -2.6265
C -4.1259 1.5942 -1.9525
N -3.1392 0.7331 -2.0428
C 1.3140 -3.9069 0.4893
C 2.0216 -4.9517 0.9538
C 2.6447 -5.8280 -0.0216
C 2.6724 -5.4418 -1.3096
C 2.1443 -4.1356 -1.7691
N 1.4464 -3.3966 -0.7830
H -1.5008 -1.3475 2.8770
H -3.7526 -1.0039 3.1941
H -5.3420 -1.0474 1.0726
H -4.3768 -1.5432 -0.9726
H -4.5136 -1.5984 -4.0329
H -6.5439 0.1433 -3.8278
H -6.1311 2.1353 -2.3724
H -3.9438 2.4920 -1.3775
H 1.8731 -5.1422 1.9925
H 2.9980 -6.8252 0.1552
H 3.0786 -5.9867 -2.1552
H 2.9055 -3.4983 -2.2317
O 2.0064 -0.9122 0.4812
P 2.1108 0.3356 1.2971
C 1.7116 1.7907 0.3317
P 0.1849 1.6465 -0.7352
O -0.2022 0.1842 -0.9383
C -1.1801 2.4871 0.1967
C -2.2427 1.7007 0.6058
C -3.2384 2.3349 1.3915
C -3.1206 3.6510 1.7847
C -1.9574 4.3628 1.4117
C -1.0104 3.7922 0.5985
C 0.6060 2.4685 -2.3053
C 1.5664 3.4742 -2.4095
C 1.8708 4.0307 -3.6755
C 1.1984 3.5628 -4.7548
C 0.1031 2.6894 -4.6568
C -0.1459 2.1035 -3.4370
C 3.8207 0.4083 1.7782
C 4.3545 1.2874 2.7084
C 5.6751 1.1497 3.1634
C 6.5036 0.2177 2.4991
C 6.0404 -0.6425 1.5155
C 4.6858 -0.5123 1.1317
C 1.1028 0.2918 2.7777
C 1.2621 -0.8501 3.5183
C 0.4314 -1.0247 4.6438
C -0.4841 -0.0861 4.9063
C -0.5974 1.1278 4.2289
C 0.1478 1.2766 3.0804
H 2.5359 1.9607 -0.4149
H 1.6464 2.6966 0.9441
H -2.2153 0.7127 0.2265
H -4.1492 1.7748 1.6716
H -3.8225 4.1405 2.4689
H -1.9010 5.3697 1.7536
H -0.1186 4.3571 0.4332
H 2.0466 3.8930 -1.5717
H 2.7050 4.7066 -3.7851
H 1.2396 3.9425 -5.7651
H -0.4949 2.5292 -5.5449
H -0.9932 1.4250 -3.4005
H 3.6275 2.0423 3.0902
H 6.0129 1.8968 3.8387
H 7.5992 0.1587 2.7038
H 6.6802 -1.3658 0.9806
H 4.2396 -1.1318 0.3507
H 2.0933 -1.4945 3.2280
H 0.4740 -2.0076 5.1860
H -1.1400 -0.2001 5.7139
H -1.2672 1.8985 4.5377
H 0.1148 2.1803 2.5089
S 2.2977 -0.8466 -2.4133
S 0.9197 -1.3328 -3.8464
S 1.3858 -3.1423 -4.6621
S 0.9091 -4.5036 -3.2397
*
```

***

ORCA calculation (wB97M-V/def2-TZVPD) on C43H35AsBrF5N3O3ReS5Sb as an isolated structure.

Summary:
Kohn-Sham gap (alpha / beta): 7.51 / 6.25 eV
Total energy: -9668.1992 hartree
<S²>: 3.7796

Geometry as ORCA input:
```
! RIJCOSX wB97M-V def2-TZVPD def2/J DEFGRID3
* xyz 0 4
Re -0.4390 -1.6498 -1.2562
S -3.2518 -2.3082 1.9222
As -2.6379 -3.4220 0.1815
S -2.7009 -2.1457 -1.6458
S -0.3663 -3.4124 0.2295
S -3.5397 -5.2531 0.0210
C -1.6941 -2.2212 -5.2154
O -1.3088 -1.2043 -4.2902
C -0.9292 -0.0158 -4.7608
C -0.8956 0.3565 -6.0906
C -0.5414 1.6653 -6.4060
Br -0.4549 2.1628 -8.2262
C -0.2945 2.6049 -5.4381
C -0.3524 2.2302 -4.0903
C -0.5792 0.9060 -3.7789
O -0.4715 0.4201 -2.4610
C -0.2227 3.2966 -3.0688
N 0.4250 4.4059 -3.2631
C 0.1817 5.1735 -2.1242
C 0.6096 6.4663 -1.8140
C 0.1719 7.0232 -0.6279
C -0.6782 6.3148 0.2439
C -1.1002 5.0311 -0.0457
C -0.6453 4.4855 -1.2435
N -0.8720 3.2586 -1.8515
H -2.5065 -1.8663 -5.8505
H -2.0340 -3.0545 -4.6125
H -0.8412 -2.5224 -5.8240
H -1.1416 -0.3481 -6.8718
H -0.0843 3.6369 -5.6824
H -0.0364 1.0769 -1.8942
H 1.2568 7.0092 -2.4932
H 0.4760 8.0295 -0.3651
H -1.0098 6.7901 1.1598
H -1.7494 4.4773 0.6202
H -1.5692 2.5939 -1.5504
C 4.7934 -1.9140 0.1259
C 4.1170 -0.6556 -0.4353
C 4.1830 0.5035 0.5701
C 4.7371 -0.2531 -1.7842
C 2.6863 -0.9606 -0.6721
N 1.5830 -1.1871 -0.8551
H 5.8512 -1.6916 0.2805
H 4.7088 -2.7496 -0.5695
H 4.3542 -2.2049 1.0820
H 5.2306 0.7762 0.7119
H 3.7613 0.2124 1.5344
H 3.6398 1.3785 0.2081
H 5.7902 -0.0160 -1.6191
H 4.2427 0.6268 -2.2006
H 4.6670 -1.0693 -2.5057
F 2.5154 -7.8674 -2.6864
C 2.0111 -6.6326 -2.6730
C 0.6463 -6.4336 -2.6606
F -0.1720 -7.4834 -2.6667
C 0.1257 -5.1538 -2.6508
F -1.1964 -5.0108 -2.6451
C 0.9423 -4.0307 -2.6549
O 0.4824 -2.7692 -2.6733
C 2.3084 -4.2681 -2.6673
F 3.1577 -3.2186 -2.6608
C 2.8457 -5.5391 -2.6774
F 4.1723 -5.7092 -2.6846
S -0.9868 0.1154 0.3169
Sb -1.5553 -0.3104 2.5836
C -0.9287 -1.6672 4.0636
C -0.5026 -2.9632 3.8103
C -0.1583 -3.7830 4.8788
C -0.2600 -3.3175 6.1856
C -0.6847 -2.0196 6.4319
C -1.0096 -1.1848 5.3684
C -3.3346 0.7457 2.9326
C -4.2248 0.9022 1.8774
C -5.4133 1.5880 2.0870
C -5.7166 2.0972 3.3460
C -4.8253 1.9405 4.3986
C -3.6247 1.2671 4.1934
C -0.1921 1.1932 3.2728
C 1.1240 0.8264 3.5621
C 2.0645 1.7888 3.9058
C 1.6955 3.1292 3.9685
C 0.3868 3.5027 3.6922
C -0.5559 2.5365 3.3440
H -0.4555 -3.3401 2.8012
H 0.1732 -4.7970 4.6863
H -0.0129 -3.9701 7.0140
H -0.7593 -1.6513 7.4484
H -1.3066 -0.1601 5.5694
H -3.9973 0.4804 0.9056
H -6.1110 1.7129 1.2679
H -6.6558 2.6123 3.5074
H -5.0593 2.3428 5.3769
H -2.9208 1.1723 5.0141
H 1.4172 -0.2184 3.5286
H 3.0844 1.4957 4.1328
H 2.4279 3.8810 4.2388
H 0.0996 4.5466 3.7436
H -1.5787 2.8350 3.1390
*
```

***

ORCA calculation (wB97M-V/def2-TZVPD) on C43H35BN12OPSr as an isolated structure in a non-equilibrium geometry.

Summary:
Kohn-Sham gap (alpha / beta): 6.79 / 8.51 eV
Total energy: -2788.9103 hartree
<S²>: 0.7599

Geometry as ORCA input:
```
! RIJCOSX wB97M-V def2-TZVPD def2/J DEFGRID3
* xyz 0 2
Sr 0.1873 0.3868 0.8535
C -0.5591 -4.0756 -0.2330
C -0.2271 -2.7847 -0.6667
N -0.6309 -1.8544 0.1982
N -1.2649 -2.5436 1.2002
C -1.2046 -3.8742 0.9606
B -2.1105 -1.8275 2.3223
N -1.1552 -1.2978 3.4561
C -1.0675 -1.5783 4.7815
C -0.0461 -0.8252 5.3237
C 0.4536 -0.0872 4.2478
N -0.2052 -0.3655 3.1232
N -2.8938 -0.6178 1.6782
C -4.2376 -0.4478 1.6221
C -4.5029 0.7169 0.9336
C -3.2352 1.2126 0.5912
N -2.2693 0.4154 1.0426
N -3.1823 -2.8393 2.7873
C -4.0166 -3.4886 1.9261
C -4.8886 -4.2390 2.6631
C -4.5093 -3.9890 4.0034
N -3.4901 -3.1484 4.0813
H -0.3455 -5.0186 -0.7154
H 0.2897 -2.4883 -1.5673
H -1.6383 -4.5870 1.6474
H -1.7415 -2.2861 5.2327
H 0.2812 -0.8087 6.3541
H 1.2659 0.6289 4.2278
H -4.9165 -1.1502 2.0874
H -5.4716 1.1437 0.7139
H -2.9747 2.1163 0.0495
H -3.9313 -3.3571 0.8544
H -5.6814 -4.8765 2.2968
H -4.9395 -4.3881 4.9161
C 7.3556 1.2829 0.7363
C 6.5141 2.1907 0.1045
C 5.2250 1.8160 -0.2451
C 4.7416 0.5388 0.0464
C 5.6053 -0.3809 0.6446
C 6.9023 -0.0033 0.9960
P 3.1510 -0.0010 -0.7100
C 2.8960 -1.6188 0.1055
C 2.9938 -2.7965 -0.6407
C 2.9205 -4.0321 -0.0191
C 2.7137 -4.1126 1.3537
C 2.6188 -2.9518 2.1108
C 2.7393 -1.7044 1.4980
C 3.9750 -0.3846 -2.3543
C 5.1338 -0.6270 -3.0314
C 5.0185 -0.8848 -4.4343
C 3.8136 -0.8909 -5.1091
C 2.6031 -0.6250 -4.4083
C 1.2543 -0.5454 -4.8639
C 0.2490 -0.2287 -3.9744
C 0.4868 0.0326 -2.5844
C 1.7766 -0.0569 -2.1283
C 2.7705 -0.3738 -3.0515
H 8.3630 1.5742 1.0126
H 6.8599 3.1953 -0.1177
H 4.6027 2.5284 -0.7646
H 5.2765 -1.3923 0.8598
H 7.5533 -0.7209 1.4838
H 3.1468 -2.7468 -1.7144
H 3.0083 -4.9386 -0.6119
H 2.6369 -5.0833 1.8346
H 2.4873 -3.0063 3.1888
H 2.7626 -0.8052 2.1001
H 6.1088 -0.6293 -2.5497
H 5.9254 -1.0822 -4.9950
H 3.7977 -1.0840 -6.1776
H 1.0123 -0.7251 -5.9076
H -0.7724 -0.1754 -4.3392
H -0.3743 0.2786 -1.9609
O 2.1429 1.1483 0.0762
N 2.3213 1.3384 1.5139
C 2.7762 2.5877 1.8396
C 2.7758 3.7531 1.0127
N 2.7786 4.6901 0.3334
C 3.1727 2.7280 3.2118
N 3.4607 2.7932 4.3299
C -0.1056 7.1965 -0.1927
C -0.2362 5.7033 -0.0651
C 0.0966 4.8604 -1.1161
C 0.0516 3.4961 -0.9360
N -0.3314 2.9214 0.2117
C -0.6754 3.7372 1.2182
C -0.6414 5.1122 1.1243
H -0.2996 7.5269 -1.2140
H 0.9187 7.4930 0.0639
H -0.7852 7.7182 0.4824
H 0.4331 5.2643 -2.0649
H 0.3515 2.8269 -1.7382
H -0.9875 3.2598 2.1419
H -0.9146 5.7180 1.9826
*
```